# 1
{"formula": "C5H6N2Si", "method": "ωB97M-V/def2-TZVPD", "max_force_ha_per_bohr": 0.0907, "e_homo_ev": -11.47, "energy_ha": -593.06713, "mol_weight_g_mol": 122.20, "e_above_lowest_ev": 0.887, "elements": ["C", "C", "C", "C", "C", "N", "N", "Si", "H", "H", "H", "H", "H", "H"], "xyz": [[0.00256, 2.31413, 0.15423], [-1.83532, 0.07078, -1.16236], [-0.15356, -0.29632, 2.36804], [-0.07791, -0.90739, 1.19501], [1.14520, -0.57681, -1.77977], [0.10083, 3.40960, 0.46524], [-2.90709, 0.16500, -1.55496], [-0.10588, -0.03999, -0.46882], [-0.14942, -0.84350, 3.29879], [-0.21562, 0.77532, 2.45108], [-0.01203, -1.99034, 1.18085], [1.30619, -1.65372, -1.73752], [0.79506, -0.32922, -2.77788], [2.10699, -0.09754, -1.63193]]}

# 2
{"formula": "C2H3I2NS", "method": "ωB97M-V/def2-TZVPD", "max_force_ha_per_bohr": 0.0722, "e_homo_ev": [-8.06, -8.47], "energy_ha": -1126.16170, "mol_weight_g_mol": 326.93, "e_above_lowest_ev": 3.637, "elements": ["C", "C", "N", "S", "I", "I", "H", "H", "H"], "xyz": [[-3.11578, 0.86347, 0.08819], [-0.37876, 0.07527, -0.69803], [-1.10658, 1.27070, -1.14801], [-3.75037, 2.12519, 0.71443], [-3.61102, -1.09343, -0.11028], [-0.84344, 2.90911, -0.10783], [-0.87351, -0.75046, -1.22916], [0.62369, 0.17845, -0.86956], [-0.62146, -0.18522, 0.31109]]}

# 3
{"formula": "C4H8NO", "method": "ωB97M-V/def2-TZVPD", "max_force_ha_per_bohr": 0.2298, "e_homo_ev": [-12.05, -16.87], "energy_ha": -286.69931, "mol_weight_g_mol": 86.11, "s2": 2.01, "e_above_lowest_ev": 2.232, "spin_multiplicity": 3, "charge": 1, "elements": ["C", "C", "C", "C", "N", "O", "H", "H", "H", "H", "H", "H", "H", "H"], "xyz": [[0.98440, 1.91136, -0.85087], [-0.51926, -1.20903, 0.16598], [0.82355, -0.31755, 0.15657], [-1.53854, -0.09652, 0.38784], [0.28931, 0.97457, -0.35782], [-1.01303, 1.04017, -0.20168], [0.56857, 2.76837, -1.55399], [2.04596, 1.52976, -0.93547], [-0.68541, -1.66634, -0.88551], [-0.43290, -1.98306, 0.99021], [1.36728, -0.28008, 1.09121], [1.71122, -0.60606, -0.52679], [-2.50897, -0.08719, -0.09212], [-1.69484, 0.10056, 1.44379]]}

# 4
{"formula": "C4H7NO2", "method": "ωB97M-V/def2-TZVPD", "max_force_ha_per_bohr": 0.0108, "e_homo_ev": -9.06, "energy_ha": -361.82970, "mol_weight_g_mol": 101.10, "e_above_lowest_ev": 1.392, "smiles": "O=C1CNC[C@@H]1O", "elements": ["O", "C", "C", "N", "C", "C", "O", "H", "H", "H", "H", "H", "H", "H"], "xyz": [[0.50574, -2.21291, -0.23109], [0.04244, -1.12345, 0.01587], [-1.34999, -0.59729, -0.25274], [-1.18204, 0.84875, -0.35507], [0.18555, 1.26180, 0.01490], [0.85992, 0.01706, 0.60397], [2.21453, -0.10824, 0.27805], [-1.77578, -1.06843, -1.14393], [-1.99710, -0.85772, 0.59942], [-1.48657, 1.22955, -1.23930], [0.13649, 2.07390, 0.74643], [0.78470, 1.60776, -0.83803], [0.71358, -0.01589, 1.69940], [2.34852, -1.05487, 0.10212]]}

# 5
{"formula": "C17H52N8O9", "method": "ωB97M-V/def2-TZVPD", "max_force_ha_per_bohr": 0.3537, "e_homo_ev": -7.05, "energy_ha": -1793.62682, "mol_weight_g_mol": 512.65, "e_above_lowest_ev": 18.505, "elements": ["C", "O", "H", "H", "H", "H", "C", "O", "N", "N", "H", "H", "H", "H", "C", "O", "N", "N", "H", "H", "H", "H", "C", "O", "N", "N", "H", "H", "H", "H", "C", "O", "N", "N", "H", "H", "H", "H", "C", "C", "C", "O", "H", "H", "H", "H", "H", "H", "H", "H", "C", "C", "C", "O", "H", "H", "H", "H", "H", "H", "H", "H", "C", "C", "C", "O", "H", "H", "H", "H", "H", "H", "H", "H", "C", "C", "C", "O", "H", "H", "H", "H", "H", "H", "H", "H"], "xyz": [[18.43200, -17.64200, -11.66700], [17.12000, -17.24300, -12.11600], [18.28700, -18.65800, -11.32100], [18.74100, -17.05000, -10.89600], [19.20800, -17.56600, -12.45300], [17.22500, -16.53300, -12.70800], [11.86900, -18.93900, -11.78500], [12.20300, -18.05400, -12.75700], [11.33300, -18.35900, -10.75700], [12.79600, -19.29100, -10.97500], [10.85700, -17.47400, -11.18100], [10.43700, -18.91600, -10.47400], [13.65600, -19.16300, -11.56000], [12.63700, -20.41100, -10.91800], [18.45000, -14.92800, -14.33600], [19.77700, -15.34700, -14.31900], [17.98500, -13.72700, -14.21200], [17.53300, -15.89000, -14.40800], [18.62400, -12.95100, -13.94200], [17.03400, -13.48100, -14.52100], [17.89800, -16.75800, -14.62200], [16.55600, -15.54700, -14.52600], [12.65000, -22.49700, -9.96900], [13.82700, -23.14500, -9.52800], [11.80800, -21.99100, -9.12800], [12.46800, -21.87400, -11.11800], [12.10100, -22.49500, -8.23400], [10.76400, -22.23500, -9.21000], [13.17000, -22.11700, -11.79000], [11.52800, -22.10500, -11.46200], [13.86400, -15.10300, -12.30600], [14.66200, -15.66500, -13.23900], [14.43700, -14.49900, -11.26900], [12.61900, -15.40500, -12.00000], [15.48600, -14.41800, -11.35600], [14.02700, -13.81800, -10.68200], [12.17200, -16.06800, -12.66200], [11.98700, -14.55600, -11.70300], [16.20300, -22.04200, -7.84000], [16.72200, -20.92900, -8.72600], [16.05300, -20.86100, -10.01900], [16.54900, -19.82700, -8.17700], [15.17000, -21.94100, -7.53500], [16.78400, -22.00400, -6.92400], [16.25900, -23.02400, -8.25800], [17.78500, -21.11200, -8.84200], [15.04700, -20.47800, -10.01600], [16.03900, -21.83300, -10.53200], [16.57800, -20.22700, -10.70200], [17.44200, -19.39700, -8.02800], [14.71800, -20.82300, -13.29800], [15.34000, -19.45600, -13.23600], [14.98100, -18.58000, -14.45400], [14.99300, -18.78200, -12.24500], [15.13500, -21.40700, -14.15800], [13.58900, -20.76700, -13.43600], [14.90700, -21.42600, -12.36100], [16.41700, -19.51600, -13.15000], [13.96400, -18.31700, -14.56300], [15.26500, -19.06400, -15.43300], [15.55200, -17.67900, -14.39100], [15.60400, -18.04300, -12.21600], [16.29200, -16.68700, -9.09700], [16.20400, -16.62400, -7.56900], [16.91400, -15.45900, -6.98400], [15.05900, -16.69100, -7.09900], [17.28700, -16.80900, -9.41800], [15.82000, -15.78700, -9.53700], [15.93600, -17.58800, -9.55600], [16.77100, -17.52200, -7.30900], [17.24500, -15.79100, -6.01300], [16.36300, -14.55500, -6.84700], [17.80900, -15.21600, -7.53800], [15.15500, -16.64000, -6.14000], [11.92100, -18.60700, -18.04900], [11.67700, -18.17200, -16.58000], [12.44000, -16.89200, -16.19700], [10.48800, -18.18700, -16.24000], [12.99700, -18.64300, -18.26800], [11.47300, -18.00800, -18.85300], [11.56500, -19.65500, -18.11800], [12.10000, -18.96300, -16.05400], [12.61200, -16.85300, -15.14700], [11.85200, -16.02400, -16.50100], [13.40000, -16.81600, -16.71400], [10.18300, -17.33400, -15.88400]]}

# 6
{"formula": "C5H11NO", "method": "ωB97M-V/def2-TZVPD", "max_force_ha_per_bohr": 0.0589, "e_homo_ev": -7.74, "energy_ha": -326.90473, "mol_weight_g_mol": 101.15, "e_above_lowest_ev": 6.167, "elements": ["C", "C", "N", "C", "C", "C", "O", "H", "H", "H", "H", "H", "H", "H", "H", "H", "H", "H"], "xyz": [[0.45854, 2.11557, 1.67492], [-0.15472, 1.33195, 0.51652], [0.72962, 0.04048, 0.36459], [-1.24086, -0.67900, -1.21030], [0.03832, -0.86332, -0.40059], [0.84697, -2.10210, -0.79344], [-1.43049, 1.13676, 0.69082], [1.48835, 1.75499, 1.72446], [-0.02950, 1.85568, 2.60636], [0.41992, 3.17593, 1.45080], [0.12480, 1.85155, -0.43456], [-1.26572, 0.30834, -1.66007], [-2.11006, -0.92699, -0.62777], [-1.09501, -1.28980, -2.10996], [-0.21538, -0.81127, 0.79573], [1.81039, -1.77662, -0.34989], [0.38676, -3.01197, -0.37237], [1.23806, -2.11017, -1.86525]]}

# 7
{"formula": "C4H4S", "method": "ωB97M-V/def2-TZVPD", "max_force_ha_per_bohr": 0.0750, "e_homo_ev": [-8.90, -8.88], "energy_ha": -552.71540, "mol_weight_g_mol": 84.14, "e_above_lowest_ev": 7.527, "elements": ["C", "C", "C", "C", "S", "H", "H", "H", "H"], "xyz": [[0.11107, -1.19243, -0.22726], [0.84198, -0.21675, 0.64017], [-0.43715, -0.04940, -0.67321], [0.59926, 0.88663, -0.27394], [-3.20689, 0.11478, 0.21340], [-0.25962, -2.17150, -0.21503], [0.53074, -0.03320, 1.61393], [0.52942, 1.92636, -0.01690], [1.29119, 0.73550, -1.06117]]}

# 8
{"formula": "C4H12N2O", "method": "ωB97M-V/def2-TZVPD", "max_force_ha_per_bohr": 0.0265, "e_homo_ev": [-6.94, -6.77], "energy_ha": -344.08573, "mol_weight_g_mol": 104.15, "e_above_lowest_ev": 8.144, "elements": ["C", "N", "N", "C", "C", "H", "H", "H", "H", "H", "H", "H", "H", "C", "O", "H", "H", "H", "H"], "xyz": [[-1.19237, 0.42585, -0.22807], [0.15448, -0.07171, 0.03234], [0.41204, -0.92162, 1.12002], [1.02807, 1.78179, 0.90246], [0.68456, 2.98992, 0.49597], [0.33673, -0.35170, 1.95859], [-0.29414, -1.65412, 1.13067], [1.99420, 1.54869, 1.35136], [-1.18423, 0.96973, -1.17140], [-1.90359, -0.39788, -0.29257], [-1.47927, 1.10357, 0.57574], [-0.26932, 3.19407, 0.00854], [1.31483, 3.87323, 0.63770], [-0.10996, -2.02677, -1.35421], [-0.55844, -3.06920, -0.54843], [0.20247, -3.47514, -0.11771], [0.88302, -2.16442, -1.78163], [-0.88256, -1.72384, -2.05199], [0.86348, -0.03044, -0.66738]]}